[1]
Formula: C5H16N3
Source: the OMol25 dataset
Level of theory: ωB97M-V with the def2-TZVPD basis set

Last column: Mulliken charge in e.
Element x y z (Å)
N -1.36850 1.33899 -0.99761  -0.255
N -1.90096 -0.95132 -1.12136  -0.472
N -3.24131 0.45411 0.19062  -0.410
C 2.77256 -0.00752 0.52425  -1.157
C 1.34427 -1.66119 1.60131  -1.226
C -2.11934 0.31607 -0.53938  0.406
C 1.67660 -0.10533 1.59792  -0.119
C -0.37732 1.46402 -2.05993  -1.081
H -3.71081 -0.47140 0.48940  0.138
H 2.58764 -0.73367 -0.32100  0.276
H -2.46773 -1.67503 -0.89248  0.137
H 2.01604 -2.07364 2.33083  0.353
H -1.08183 2.10153 -0.39374  0.189
H 0.82955 0.53746 1.38204  0.190
H 1.83804 0.04951 2.67627  0.284
H -3.66618 1.24142 0.49905  0.138
H -0.75920 1.05533 -2.95645  0.407
H 0.34121 -1.88564 1.94620  0.314
H -0.22229 2.52140 -2.32186  0.365
H 0.59758 1.03220 -1.96181  0.294
H 2.82742 1.07006 0.25070  0.284
H 3.70694 -0.25952 0.89841  0.416
H -0.95871 -1.32155 -1.43303  0.164
H 1.33634 -2.03629 0.61165  0.365

Forces on the atoms, in the same order (eV/Å):
N 1.640 3.630 -0.632
N 3.084 1.146 -2.063
N -2.155 -5.132 0.797
C -1.489 1.637 -0.227
C -1.403 2.054 1.050
C 2.919 -2.355 -0.419
C -0.744 -2.639 -0.051
C -1.209 0.125 -0.773
H 1.176 2.603 -0.650
H -0.083 1.300 0.670
H -2.078 -2.219 0.903
H 0.543 -0.840 -0.299
H -0.651 -0.532 1.014
H -0.284 -0.189 -0.464
H 1.013 0.656 -0.558
H -1.102 2.799 0.666
H -0.545 -0.669 -1.157
H -0.321 0.158 0.423
H -0.146 -0.147 0.496
H 0.726 -0.552 0.857
H 0.186 -0.834 -0.587
H 1.864 -0.558 0.846
H -1.598 1.291 1.005
H 0.658 -0.733 -0.844

Output
energy above the lowest of the compared OMol25 structures with the same formula, charge and spin: 42.8 kcal/mol
gap between HOMO and LUMO (spin up / spin down): 4.47 / 9.80 eV
spin multiplicity: 2
<S²>: 0.7529
E_HOMO (spin up / spin down): -3.48 / -8.89 eV

---

[2]
Formula: C42H45BClN7O3STi
Source: the OMol25 dataset
Level of theory: ωB97M-V with the def2-TZVPD basis set

Last column: Mulliken charge in e.
Element x y z (Å)
Ti 0.49498 0.18305 -0.73236  -0.632
Cl -5.47687 4.41407 -1.07779  -0.274
S 2.52153 -0.46754 -2.51752  1.835
O 2.54532 0.40096 -1.31061  -0.807
O 2.83562 0.19837 -3.74770  -0.779
O 1.26315 -1.21786 -2.47680  -0.561
N -1.18180 -1.72711 2.58368  -0.645
N 0.05423 -2.57089 -0.27081  0.731
N -0.52092 -2.85585 2.21821  0.693
N 1.64387 -1.71649 1.58565  0.529
N -0.12401 1.22636 -2.02575  1.312
N -0.76745 -1.49529 -0.55744  0.427
N 1.64139 -0.43796 1.11275  1.595
C -2.03620 -3.49726 3.67854  -1.239
C 2.59311 0.21771 1.76940  0.922
C -4.05795 3.55329 -0.49778  0.387
C 1.20946 3.75340 -1.70824  -0.020
C -1.57335 2.01434 -3.74993  -0.410
C -1.54287 -1.85866 -1.58568  0.838
C 5.25570 -3.33950 -3.12864  -0.678
C -3.01014 -1.08833 4.07340  -1.456
C 2.90895 1.65891 1.52131  -1.696
C 1.83725 4.97896 -1.57640  -0.853
C -0.57028 1.38469 0.75998  -0.816
C -3.79685 2.46985 -4.58320  -1.054
C -2.09326 -2.10040 3.46048  0.546
C 3.21476 -0.63660 2.68566  -1.680
C 2.57495 -1.85225 2.54515  0.790
C -3.66592 1.45110 -5.52001  -0.548
C -2.48952 0.71244 -5.56921  -0.645
C -3.01656 1.53244 0.24919  -0.143
C 4.42346 -2.24751 -3.32904  -0.625
C -1.45580 0.98634 -4.68416  -0.108
C 6.32897 -5.08246 -1.66068  -1.565
C -0.11055 4.60828 -3.50781  -0.278
C 3.75610 -1.69886 -2.24467  -0.664
C -2.85300 4.22040 -0.37054  -0.995
C -0.53229 -5.34018 2.64024  -1.157
C -2.64332 -1.00254 -2.11141  -0.975
C 5.42844 -3.88966 -1.86141  0.966
C 3.92158 -2.22078 -0.97150  -0.415
C -4.14858 2.20861 -0.18176  -0.937
C 0.20832 3.54446 -2.66186  0.853
C 1.48750 6.03919 -2.40507  -0.470
C 4.75777 -3.31185 -0.78794  -0.659
C -1.02508 -3.94129 2.85599  0.835
C -2.75263 2.75559 -3.71089  0.327
C -1.76779 2.15965 0.37059  -0.053
C 0.59027 -4.82911 -1.23771  -1.624
C -1.20657 -3.14926 -1.99468  -1.717
C -0.19248 -3.55934 -1.15366  1.058
C 2.81717 -3.11993 3.30154  -1.547
C 0.51656 5.84224 -3.37568  -1.006
C -0.46597 2.22240 -2.76185  -0.646
C -1.73008 3.52613 0.06235  0.135
B 0.61318 -2.80277 1.16675  -0.884
H -4.05449 -1.30340 3.83665  0.305
H 2.23424 -3.94619 2.90518  0.169
H 0.18085 2.04203 1.21343  0.250
H 3.90556 1.88115 1.90145  0.402
H 2.19834 2.31050 2.03061  0.252
H -2.91438 -1.07429 5.16168  0.331
H 3.40097 -1.77297 -0.13117  0.308
H -2.82541 -1.22021 -3.16298  0.386
H -0.82540 0.59370 1.47054  0.405
H 0.00713 -5.58361 -1.76584  0.407
H -4.71821 3.03780 -4.51958  0.400
H 4.88704 -3.72168 0.20853  0.418
H -2.78958 5.27308 -0.61704  0.373
H -0.54332 0.39900 -4.69142  0.402
H 7.38290 -4.79337 -1.68672  0.319
H 1.51088 -4.64956 -1.80069  0.194
H 0.24567 6.65353 -4.04128  0.394
H -2.86801 3.53485 -2.96323  0.583
H 1.48638 2.92716 -1.07434  0.635
H -0.85199 4.47055 -4.28464  0.492
H -3.08432 0.47650 0.49814  0.598
H -2.41376 0.05322 -2.00972  -0.198
H 2.89334 1.89508 0.45956  0.186
H 0.49762 -5.47059 2.98012  0.191
H 6.17375 -5.82343 -2.44638  0.369
H 3.87351 -3.38870 3.25261  0.419
H 2.55252 -2.99242 4.35245  0.297
H -0.78684 4.05637 0.14558  0.433
H -0.56924 -5.62557 1.58671  0.155
H 4.28234 -1.81320 -4.31148  0.512
H 6.13853 -5.56060 -0.69954  0.350
H -5.09878 1.69708 -0.27923  0.400
H -1.63299 -3.70708 -2.81502  0.443
H 1.97131 7.00271 -2.30015  0.392
H 4.01911 -0.39904 3.36557  0.476
H -2.76867 -0.09580 3.69252  0.280
H 5.78108 -3.77536 -3.97270  0.376
H -2.65306 -4.09883 4.33050  0.445
H 2.60822 5.10917 -0.82615  0.386
H -4.47943 1.22929 -6.20115  0.384
H -3.55860 -1.21260 -1.55345  0.263
H -1.16044 -6.03233 3.20096  0.371
H -2.38063 -0.08658 -6.29399  0.412
H 1.15575 -3.87499 1.16495  -0.125
H 0.87047 -5.21709 -0.26184  0.240

Forces on the atoms, in the same order (eV/Å):
Ti 0.026 -0.423 1.101
Cl 0.085 -0.051 0.026
S 0.309 -0.034 -0.227
O 0.174 0.195 -0.220
O 0.026 -0.027 -0.121
O 0.048 0.013 -0.088
N 0.179 -0.216 0.011
N -0.125 -0.005 0.120
N 0.051 0.021 -0.263
N -0.215 0.107 -0.100
N -0.650 1.581 -1.122
N -0.288 -0.649 0.000
N 0.156 -0.555 0.182
C -0.117 0.060 0.004
C 0.053 0.072 -0.003
C -0.007 0.014 0.030
C -0.034 0.010 -0.061
C 0.036 0.020 -0.024
C 0.061 -0.125 0.087
C 0.036 0.036 -0.074
C 0.029 -0.030 0.002
C -0.006 -0.057 0.038
C -0.004 -0.034 0.002
C -0.233 0.345 0.085
C 0.051 -0.027 0.009
C -0.070 -0.017 0.105
C 0.063 0.046 0.083
C 0.061 -0.055 0.051
C 0.023 0.040 0.063
C 0.011 0.008 0.029
C -0.096 -0.071 0.015
C 0.075 -0.020 0.034
C 0.047 -0.012 -0.025
C -0.014 0.048 -0.013
C -0.015 0.073 -0.054
C 0.002 -0.106 0.017
C 0.080 0.000 0.057
C -0.036 0.097 0.006
C 0.070 -0.004 -0.033
C 0.029 -0.063 0.014
C 0.038 0.023 0.115
C 0.001 -0.081 0.006
C 0.016 -0.010 -0.065
C -0.047 -0.016 -0.027
C -0.005 0.036 0.054
C 0.053 0.045 -0.058
C -0.062 0.038 0.045
C 0.157 -0.161 -0.004
C -0.028 0.009 -0.026
C -0.110 -0.095 -0.054
C 0.015 0.010 0.042
C 0.000 0.055 -0.002
C -0.032 -0.050 -0.015
C 0.096 -0.356 0.139
C 0.024 0.061 -0.052
B -0.056 0.090 0.099
H 0.005 0.002 0.001
H 0.009 0.022 -0.012
H -0.011 -0.017 0.037
H 0.014 0.019 0.006
H -0.010 0.004 0.022
H -0.007 0.003 -0.012
H 0.048 -0.053 -0.085
H 0.001 0.013 -0.005
H 0.036 0.028 0.051
H 0.025 0.022 -0.021
H 0.034 -0.011 0.005
H -0.018 0.004 -0.024
H 0.019 -0.002 0.004
H -0.036 0.007 -0.012
H -0.032 0.011 0.001
H -0.020 0.006 0.032
H -0.009 -0.017 0.000
H 0.021 -0.065 -0.095
H 0.043 -0.097 0.102
H -0.004 0.015 0.031
H -0.024 0.058 -0.020
H 0.023 0.058 0.028
H 0.000 -0.023 -0.029
H -0.006 0.014 -0.013
H 0.010 -0.002 0.009
H 0.015 -0.004 0.027
H -0.019 -0.003 -0.003
H -0.062 -0.003 0.000
H -0.018 0.025 0.038
H 0.000 -0.046 0.044
H 0.004 0.012 -0.014
H 0.035 -0.007 0.008
H 0.034 0.056 0.058
H 0.004 -0.014 -0.008
H -0.050 0.001 -0.054
H 0.007 -0.040 -0.009
H -0.032 0.011 0.018
H 0.035 0.047 -0.042
H -0.007 -0.016 0.008
H 0.021 0.008 0.012
H -0.016 0.002 0.004
H 0.004 0.012 -0.001
H 0.003 0.014 0.019
H 0.029 0.144 -0.022
H -0.028 -0.002 -0.027

Output
gap between HOMO and LUMO (spin up / spin down): 5.75 / 6.79 eV
spin multiplicity: 2
<S²>: 0.7853
net charge: -1
E_HOMO (spin up / spin down): -3.47 / -4.50 eV

---

[3]
Formula: C17H24N2O4S
Source: the OMol25 dataset
Level of theory: ωB97M-V with the def2-TZVPD basis set

Last column: Mulliken charge in e.
Element x y z (Å)
S -1.47503 0.69667 0.44881  1.609
O 3.72746 -5.09056 1.40045  -0.378
O 1.39846 -2.17406 -3.30145  -0.678
O -0.06771 0.37714 0.49102  -0.708
O -2.37356 -0.22173 1.08196  -0.756
N -2.05086 0.95162 -1.11960  0.038
N 1.86802 -1.36998 -1.22827  0.087
C 3.00708 -2.21657 -0.96532  -1.001
C -0.06576 -0.55804 -2.26043  0.476
C -2.12978 4.87989 2.12810  1.010
C 2.68190 -3.29295 0.07088  -0.153
C 0.05335 0.76072 -2.31340  -0.271
C 3.89345 -4.19558 0.32663  -0.615
C -1.71022 2.33240 1.12542  -0.473
C -3.20586 4.08946 1.73013  -0.816
C -3.00016 2.81787 1.22876  -0.546
C -2.50140 -0.27179 -1.76049  -1.057
C 1.13404 -1.45919 -2.35774  0.076
C -0.62797 3.09596 1.51518  -0.128
C -0.84132 4.36913 2.01607  -0.759
C -1.08493 1.66128 -1.93595  -0.812
C -2.36635 6.24750 2.68873  -1.448
C -1.35005 -1.26371 -1.93181  -0.549
C 2.82703 -6.14232 1.15405  -0.657
H -4.20984 4.47807 1.81643  0.383
H 2.38501 -2.82217 1.01072  0.259
H 2.92334 -6.82888 1.99326  0.244
H 3.07762 -6.66705 0.22399  0.302
H -1.57399 -1.98940 -2.71719  0.488
H 0.00073 4.97158 2.32353  0.356
H 1.49749 -0.81024 -0.46960  0.208
H -1.46522 6.85268 2.63743  0.365
H 4.75427 -3.58176 0.60657  0.283
H -2.66523 6.17065 3.73414  0.298
H -3.28031 -0.69486 -1.12551  0.400
H 3.27868 -2.67963 -1.91761  0.435
H -2.93115 0.00513 -2.72645  0.433
H 1.84285 -3.88755 -0.29481  0.282
H -3.81877 2.18860 0.91943  0.443
H 1.79095 -5.79237 1.09604  0.262
H -1.20653 -1.81481 -0.99667  0.376
H 4.14070 -4.74864 -0.59272  0.350
H -1.60400 2.06319 -2.81414  0.388
H 0.99600 1.22898 -2.55144  0.422
H -0.71246 2.50304 -1.34605  0.320
H 3.84197 -1.60040 -0.61643  0.339
H 0.36331 2.67989 1.42442  0.500
H -3.16523 6.75278 2.15095  0.371

Forces on the atoms, in the same order (eV/Å):
S -0.190 0.505 0.116
O 0.074 0.027 0.149
O -0.054 -0.290 -0.306
O -0.113 0.386 0.139
O -0.308 -0.002 -0.116
N 0.089 0.064 0.999
N 0.277 0.065 0.378
C 0.017 -0.315 0.032
C 0.003 -0.078 -0.393
C 0.096 -0.054 -0.047
C 0.331 -0.154 -0.057
C -0.049 -0.173 -0.309
C -0.144 0.250 -0.067
C 0.231 -0.443 -0.263
C 0.076 -0.140 -0.033
C -0.160 0.029 0.049
C -0.169 -0.685 0.047
C -0.116 0.572 0.187
C 0.146 -0.166 -0.021
C -0.124 -0.017 0.003
C 0.290 0.231 -0.144
C -0.016 -0.015 0.050
C -0.100 0.123 -0.045
C -0.021 0.015 0.004
H -0.112 0.025 -0.005
H -0.039 -0.025 0.045
H -0.071 -0.047 -0.057
H -0.017 -0.015 0.008
H 0.006 -0.038 0.056
H 0.081 0.059 0.020
H -0.033 -0.009 -0.170
H 0.028 0.082 0.010
H -0.020 -0.022 -0.126
H -0.020 0.066 0.070
H -0.044 -0.063 -0.239
H 0.068 0.095 0.106
H 0.010 0.057 0.102
H -0.067 0.037 0.011
H -0.192 0.000 -0.037
H 0.007 -0.036 -0.010
H -0.029 -0.121 -0.055
H 0.034 0.041 0.051
H 0.017 0.056 0.155
H 0.208 -0.008 -0.015
H 0.023 0.092 -0.185
H -0.007 -0.058 -0.076
H 0.143 0.013 0.001
H -0.036 0.084 -0.012

Output
energy above the lowest of the compared OMol25 structures with the same formula, charge and spin: 54.1 kcal/mol
gap between HOMO and LUMO: 9.68 eV
spin multiplicity: 1
SMILES string: COCCCNC(=O)C1=CCN(S(=O)(=O)c2ccc(C)cc2)CC1
E_HOMO: -9.15 eV

---

[4]
Formula: C20H27NO5
Source: the OMol25 dataset
Level of theory: ωB97M-V with the def2-TZVPD basis set

Last column: Mulliken charge in e.
Element x y z (Å)
O 0.18603 2.68115 -0.12888  -0.601
O -3.56498 -1.04315 -0.19186  -0.302
O 0.36462 -2.18172 1.67898  -0.422
O -2.44938 -0.61284 1.97698  -0.356
O 2.00089 -0.60704 2.60761  -0.323
N 0.58917 1.42209 -2.72464  -0.090
C -4.16991 -1.31820 -1.11219  -0.814
C 2.03742 -0.53359 1.39463  0.770
C 2.87703 0.30563 0.54141  -0.489
C -0.59247 1.73256 -0.14910  0.593
C -0.85980 1.01006 0.86198  0.859
C -1.84564 0.16482 1.00955  -0.926
C 1.80848 -0.62154 -2.83582  -1.371
C -1.10017 1.31986 -1.29462  0.667
C 0.88842 3.21688 1.10465  -0.652
C 1.07986 -1.38796 -0.58866  -0.555
C -0.61547 -3.17208 0.98503  -1.178
C 0.99090 -1.59129 0.70575  1.190
C 2.78538 -0.07457 3.59681  -0.855
C -2.10535 0.31898 -1.35436  -2.143
C -0.67057 2.07121 -2.63162  -1.830
C -1.68845 -0.38839 3.21793  -0.862
C 1.99199 -0.74301 -1.46230  0.545
C -2.44308 -0.02602 -0.18668  1.594
C 2.86060 0.31814 -0.66444  -1.501
C 0.69313 0.09292 -3.56260  -0.547
H 2.84202 1.22592 3.42203  0.189
H -2.58253 0.24130 -2.09182  1.483
H 3.61234 0.73510 1.12235  0.573
H -0.39212 -0.42722 -2.75779  -0.050
H 3.87441 -0.19435 3.21681  0.358
H -1.04795 -3.57193 1.82277  0.432
H 2.64358 -0.31894 4.60610  0.358
H -0.11284 -3.90853 0.20052  0.338
H 0.49138 -2.20167 -1.23469  0.000
H -4.83616 -2.21772 -1.02655  0.249
H 0.51839 -0.13192 -4.53533  0.619
H 1.20198 1.94916 -3.47923  0.366
H 1.62189 3.86954 0.84052  0.331
H 3.42390 0.85107 -1.23894  0.774
H -0.51739 3.12299 -2.34723  0.389
H 1.90961 -1.60428 -3.33197  0.362
H 1.37293 2.31558 1.47660  0.059
H -3.46920 -1.99126 -2.03797  0.162
H 2.83059 -0.07213 -3.41107  0.228
H -1.69986 0.55742 3.86715  0.282
H 0.04377 3.41361 1.72340  0.417
H -0.52159 1.24316 2.01794  -0.069
H -2.16040 -1.31541 4.03448  0.215
H -1.47894 2.16622 -3.25973  0.469
H -0.65175 -0.61771 3.05276  0.353
H -4.62695 -0.53471 -1.78377  0.247
H -1.33779 -2.93618 0.33912  0.465

Forces on the atoms, in the same order (eV/Å):
O 6.318 7.776 0.124
O 9.997 5.589 15.716
O -3.905 -3.420 -2.861
O 2.765 2.532 2.672
O -1.772 -1.410 7.912
N 4.009 0.401 -7.544
C -7.451 -6.642 -17.094
C -1.763 -1.738 -9.732
C -1.874 -2.569 13.828
C -0.436 -1.096 -2.658
C 1.171 -1.176 13.013
C -3.938 -3.121 -1.597
C 3.679 0.247 -7.297
C -2.630 0.687 -6.078
C -3.144 -5.229 -1.208
C -1.792 -4.568 -6.486
C 4.991 -1.734 0.539
C 6.986 7.471 4.565
C 4.519 5.693 -4.198
C 9.392 5.945 6.272
C 0.184 -0.028 5.505
C -2.101 -3.358 3.453
C 1.395 4.750 7.621
C -5.960 -6.523 2.221
C -5.741 -6.706 -12.113
C -4.495 -0.700 10.986
H -0.769 -3.330 0.982
H -6.681 -1.830 -10.808
H 1.601 1.757 1.009
H 2.652 0.613 -3.107
H -1.284 -0.462 1.296
H -0.884 -1.710 1.720
H -0.826 -0.768 0.886
H 0.089 1.013 2.503
H 0.498 1.688 1.160
H -0.329 1.067 0.535
H -0.398 0.269 -3.063
H -1.015 -0.106 2.267
H 1.282 2.355 -0.937
H 3.512 3.315 -3.305
H 0.404 -0.248 0.049
H -0.196 -0.043 0.155
H 0.259 0.133 0.480
H -0.821 1.516 1.219
H -2.171 -1.315 1.957
H -0.861 -0.770 -1.667
H 0.029 1.213 0.948
H 0.156 0.023 -3.115
H 1.518 2.863 -2.542
H -1.472 -0.914 -2.574
H 0.363 -0.312 -0.121
H -0.095 -0.275 0.572
H -2.967 3.182 -2.059

Output
energy above the lowest of the compared OMol25 structures with the same formula, charge and spin: 542.5 kcal/mol
gap between HOMO and LUMO: 6.98 eV
spin multiplicity: 1
E_HOMO: -6.54 eV

---

spin multiplicity of number 1 (C5H16N3)? 2

---

Look up the spin multiplicity of the second one. 2